Here is 2 unconnected molecules or ions with the total composition C15H18 from the OMol25 dataset. Energies are from wB97M-V/def2-TZVPD.

Each line ends with the Mulliken spin population.
Atoms and positions in Å:
C (-2.38106, -1.16341, 0.74624)  -0.15
C (-2.95422, -1.00740, 2.16213)  0.04
C (-2.19886, 0.11416, 0.06210)  -0.06
C (-2.88285, 0.69920, -0.89971)  0.01
C (-1.09450, 0.84372, 0.64434)  0.27
C (-2.51038, 1.97214, -1.37073)  0.02
C (-0.54445, 1.94287, 0.08054)  -0.06
C (-1.33095, 2.46681, -0.91441)  -0.02
H (-1.43263, -1.65974, 0.77335)  0.09
H (-3.07509, -1.76022, 0.11285)  -0.02
H (-2.54285, -0.03938, 2.68072)  -0.01
H (-3.74902, 0.19386, -1.22759)  -0.01
H (-0.44252, 0.27977, 1.37833)  0.02
H (-3.09545, 2.44894, -2.10608)  0.02
H (0.51093, 2.38379, 0.15923)  -0.02
H (-1.03743, 3.38625, -1.54829)  -0.02
H (-2.72271, -1.86160, 2.93125)  -0.02
H (-3.99279, -1.06707, 1.85454)  0.00
C (2.32397, -1.25883, 2.25594)  0.00
C (1.36871, -1.32062, -0.09366)  0.52
C (2.34744, -0.83963, 0.81638)  -0.22
C (1.28104, -1.01339, -1.42122)  0.25
C (3.31746, -0.09338, 0.11954)  0.54
C (2.40657, -0.53079, -2.10501)  0.33
C (3.37960, 0.03329, -1.27908)  -0.41
H (0.49938, -1.99346, 0.26758)  -0.02
H (0.22561, -1.09279, -1.73226)  -0.10
H (1.51013, -2.05393, 2.35067)  0.01
H (1.93527, -0.42846, 2.92857)  0.00
H (4.11945, 0.39645, 0.74336)  0.04
H (2.45382, -0.67149, -3.26068)  -0.01
H (4.39795, 0.22583, -1.73077)  -0.03
H (3.27284, -1.75517, 2.60484)  0.02

The HOMO energy (alpha / beta) comes out at 0.82 / -3.97 eV. As for the spin multiplicity: 2. As for the energy above the lowest of the compared OMol25 structures with the same formula, charge and spin: 2.640 eV. For the total energy, the calculation gives -582.228704 hartree. Its LUMO energy (alpha / beta) is 3.380 / 3.238 eV. As for the net charge: -1. As for the frontier orbital gap (alpha / beta): 0.0940 / 0.2649 hartree.